[1]
ORCA calculation (ωB97M-V with the def2-TZVPD basis set) on C25H51O19Tl as an isolated structure.

Structure (XYZ):
```
96
Properties=species:S:1:pos:R:3:forces:R:3
Tl 0.405 -1.531 -4.292 -0.06 -0.39 0.15
C 0.844 -0.237 -0.148 2.68 -1.06 -2.28
O 0.823 -0.638 -1.464 -0.34 1.16 3.53
H 0.154 0.548 0.160 -1.64 0.71 -0.14
H 0.591 -0.993 0.596 -1.34 -0.99 0.08
H 1.776 0.154 0.261 0.68 0.35 -0.85
C -6.307 -2.406 -4.815 -0.34 0.69 0.50
C -4.893 -1.871 -4.676 -0.58 -1.08 -1.44
O -4.845 -0.745 -3.832 2.14 2.59 2.32
C -3.616 -0.304 -3.369 0.65 -1.90 0.12
O -2.569 -0.992 -3.476 -2.20 2.08 0.13
O -3.686 0.902 -2.691 1.27 -1.98 -0.47
C -2.401 1.356 -2.051 -1.32 0.94 -1.19
H -6.998 -1.656 -5.201 0.05 0.04 0.01
H -6.671 -2.720 -3.837 -0.11 -0.19 -0.09
H -6.311 -3.244 -5.513 0.11 -0.03 0.14
H -4.616 -1.505 -5.665 0.64 -0.39 -0.03
H -4.327 -2.733 -4.322 0.71 0.54 0.03
H -1.572 1.377 -2.758 -0.09 -0.65 -0.05
H -2.150 0.911 -1.089 -0.39 -0.56 -0.28
H -2.606 2.415 -1.894 -0.21 -0.11 0.24
C -1.567 3.528 1.646 -2.17 -1.41 1.29
C -0.943 3.888 0.346 -0.96 1.45 1.08
O -0.049 4.911 0.703 1.42 1.53 -0.47
C -0.444 6.254 0.922 1.11 -0.40 -1.19
O -1.540 6.636 1.136 -1.15 -0.42 0.16
O 0.638 6.998 0.792 1.10 -0.61 -0.15
C 0.577 8.400 0.440 -0.95 0.36 -0.29
H -0.907 3.652 2.505 0.08 -0.08 -0.22
H -1.914 2.496 1.608 0.25 -0.42 0.14
H -2.508 4.042 1.840 0.25 0.68 -0.02
H -1.672 4.275 -0.365 0.10 -0.32 -0.25
H -0.466 2.954 0.049 0.95 0.42 -0.70
H 1.014 8.584 -0.542 0.14 -0.65 -0.05
H 1.137 9.035 1.127 -0.26 -0.49 0.39
H -0.474 8.679 0.366 0.12 0.24 0.32
C 3.832 2.618 1.866 -0.02 -0.66 0.90
C 2.969 2.037 3.006 -0.25 1.74 -0.22
O 3.010 0.642 2.973 -0.60 -3.68 0.62
C 2.257 -0.123 3.854 -1.86 2.71 2.45
O 1.520 0.397 4.764 3.03 -2.15 -3.65
O 2.393 -1.432 3.601 0.03 0.99 -0.82
C 1.885 -2.344 4.600 -0.15 0.73 1.47
H 4.841 2.237 2.023 0.10 0.04 -0.18
H 3.891 3.700 1.986 -0.22 -0.04 -0.17
H 3.514 2.336 0.862 -0.18 0.14 0.06
H 1.919 2.317 2.927 0.00 0.41 0.11
H 3.390 2.419 3.936 -0.26 -0.14 0.19
H 0.991 -1.914 5.051 -0.03 -0.05 -0.11
H 2.651 -2.365 5.375 -0.10 -0.31 0.04
H 1.664 -3.356 4.262 0.38 0.42 -0.75
C -0.624 -3.885 1.155 0.11 -0.06 0.18
C -0.060 -3.762 -0.196 -0.40 0.95 -1.41
O -0.213 -5.050 -0.814 0.93 0.90 -1.21
C -0.046 -5.125 -2.154 -0.78 1.43 -1.79
O 0.108 -4.203 -3.001 0.17 -1.50 2.63
O -0.260 -6.374 -2.466 0.91 -0.96 -0.14
C 0.003 -6.946 -3.759 -0.06 0.52 -1.65
H -1.693 -3.949 0.952 -0.07 -0.54 0.92
H -0.421 -2.965 1.704 0.00 -0.11 0.33
H -0.138 -4.756 1.595 -0.59 0.08 0.62
H 0.948 -3.349 -0.248 0.37 -0.62 -0.07
H -0.705 -3.042 -0.698 0.12 0.06 -0.66
H -0.930 -7.392 -4.102 0.26 -0.17 0.21
H 0.855 -7.616 -3.874 -0.25 -0.61 1.48
H 0.340 -6.265 -4.540 -0.65 1.04 0.38
C -3.393 -0.648 1.521 0.49 -0.22 -0.04
C -3.113 -0.802 3.005 -0.36 -0.05 -0.95
O -3.559 0.431 3.643 0.58 -2.14 -1.67
C -2.676 1.162 4.291 0.27 -1.13 1.55
O -1.462 1.074 4.271 -0.47 0.41 -0.55
O -3.429 1.819 5.115 -0.77 1.35 1.06
C -2.874 2.559 6.229 0.53 -0.42 -1.27
H -4.387 -0.270 1.282 0.07 -0.09 0.14
H -3.216 -1.595 1.010 -0.23 -0.15 -0.02
H -2.632 0.028 1.131 -0.13 0.35 -0.19
H -2.061 -1.072 3.103 0.20 0.82 0.53
H -3.622 -1.666 3.431 -0.56 0.46 0.24
H -3.730 2.896 6.814 0.33 0.04 -0.14
H -2.306 3.340 5.724 0.08 0.40 0.87
H -2.220 1.862 6.753 0.00 0.37 0.31
C 5.169 0.053 -0.084 -0.61 0.25 -1.16
C 4.303 -0.519 -1.249 0.27 0.12 1.54
O 5.163 -0.588 -2.338 0.97 0.81 0.50
C 4.711 -0.974 -3.497 -1.26 0.01 0.09
O 3.534 -1.182 -3.762 0.29 -0.16 -0.21
O 5.758 -1.056 -4.233 1.82 -0.04 -1.79
C 5.714 -1.676 -5.513 -1.57 -0.63 -0.78
H 4.637 0.241 0.849 -0.04 -0.61 -0.06
H 5.390 1.049 -0.467 0.36 0.16 0.14
H 6.123 -0.458 0.045 -0.30 -0.21 0.11
H 3.498 0.189 -1.443 -0.30 -0.13 -0.14
H 3.931 -1.541 -1.176 -0.49 0.01 0.80
H 5.237 -2.644 -5.359 0.40 -0.27 -0.23
H 6.671 -1.758 -6.027 0.18 0.14 0.90
H 5.049 -1.159 -6.205 -0.03 0.41 0.19
```
Positions in Å, forces in eV/Å.

Values from the calculation:
LUMO (eV): -12.568
Multiplicity: 1
Orbital gap (Eh): 0.0873
Net charge: +2



[2]
ORCA calculation (ωB97M-V with the def2-TZVPD basis set) on an isolated ion of composition C22H43ClF5O4P2 and charge -1.

Structure (XYZ):
```
77
Properties=species:S:1:pos:R:3:forces:R:3
C 5.300 1.060 2.392 0.21 -0.19 0.01
O 6.152 1.517 1.316 -0.95 0.33 0.33
C 5.415 2.396 0.437 -0.69 0.26 0.00
C 4.282 1.660 -0.394 0.39 0.06 -0.40
C 4.881 0.644 -1.462 0.41 0.01 -0.06
C 5.048 -0.846 -0.888 -0.83 0.78 -0.69
C 3.612 -1.582 -0.982 1.15 0.01 -0.03
C 3.308 -2.489 0.299 0.09 0.41 -0.29
C 2.297 -1.778 1.337 -0.04 -0.52 -0.52
C 1.102 -2.788 1.703 1.03 -0.11 -0.36
C 0.195 -2.994 0.409 0.11 -0.97 -0.25
C -1.357 -3.169 0.699 0.39 0.08 0.87
C -2.023 -1.885 1.430 -0.62 -2.85 0.89
C -2.945 -0.982 0.575 -0.94 -0.51 0.19
P -2.334 0.584 -0.332 -1.55 0.78 1.72
F -1.824 1.983 -1.221 -0.28 -0.66 -0.38
C -0.656 0.657 0.589 2.05 0.11 -0.23
C 0.224 1.958 0.358 1.37 -0.88 1.44
F 1.010 1.928 -0.845 -1.39 0.31 1.25
C -4.039 0.486 -1.283 -1.15 -0.35 -0.93
C -4.617 1.818 -1.872 -2.32 0.82 -1.82
C -4.747 1.825 -3.469 -1.37 -0.26 0.47
F -4.285 2.976 -4.160 0.83 -2.53 0.99
C -5.320 0.790 -4.232 1.46 1.21 0.08
F -4.482 0.091 -5.125 -2.66 1.50 0.28
F -6.664 0.426 -4.219 2.85 -0.67 0.53
C -3.228 1.812 0.854 -0.86 1.53 0.81
C -2.749 2.041 2.313 0.56 -0.34 0.82
C -2.911 0.877 3.377 -0.82 0.51 0.70
Cl -3.792 3.447 2.996 0.34 -0.33 -0.20
P -1.497 -0.517 -2.064 4.40 0.12 -3.52
O 0.028 -0.555 -2.193 -2.35 -0.67 0.96
O -2.082 -2.088 -2.332 -0.45 1.50 -0.50
O -1.925 0.343 -3.519 -0.58 -1.99 1.35
H 4.614 0.242 2.016 0.49 0.98 0.55
H 5.955 0.610 3.199 -0.64 0.63 -0.97
H 4.709 1.939 2.818 0.60 -1.17 -0.46
H 4.954 3.225 1.082 0.43 -0.98 -0.82
H 6.155 2.904 -0.257 -0.75 -0.84 0.78
H 3.574 1.072 0.276 0.76 0.97 -0.74
H 3.681 2.470 -0.925 0.65 -1.09 0.75
H 4.202 0.636 -2.380 0.83 -0.18 1.20
H 5.900 1.011 -1.830 -1.26 -0.30 0.54
H 5.431 -0.797 0.176 -0.36 -0.09 -1.22
H 5.806 -1.373 -1.546 -0.79 0.42 0.95
H 2.843 -0.768 -1.160 0.55 -1.19 0.34
H 3.663 -2.217 -1.927 -0.33 0.74 1.21
H 4.303 -2.683 0.815 -1.21 0.05 -0.58
H 2.909 -3.491 -0.066 0.32 1.27 0.69
H 1.900 -0.869 0.791 0.23 -0.95 0.81
H 2.855 -1.409 2.251 -0.63 -0.53 -0.90
H 1.620 -3.780 1.939 -0.78 1.19 -0.12
H 0.547 -2.498 2.642 0.44 -0.06 -1.12
H 0.454 -2.193 -0.342 -0.64 -0.74 0.68
H 0.537 -3.981 -0.061 -0.43 1.33 0.42
H -1.961 -3.521 -0.193 0.89 0.76 0.81
H -1.412 -4.049 1.434 0.03 1.18 -0.81
H -1.229 -1.478 2.107 -0.83 0.27 -0.97
H -2.734 -2.401 2.179 0.87 0.83 -0.88
H -3.806 -0.618 1.240 1.26 -0.35 -0.81
H -3.496 -1.645 -0.179 1.00 0.69 0.95
H 0.035 -0.217 0.318 -1.10 1.20 -0.02
H -0.702 0.534 1.712 -0.47 0.34 -1.15
H -0.298 2.941 0.523 0.31 -1.02 -0.87
H 1.025 1.917 1.183 -0.90 0.11 -0.98
H -4.839 0.039 -0.597 1.17 0.77 -0.71
H -4.004 -0.281 -2.135 0.06 1.08 1.01
H -5.710 1.912 -1.528 1.35 -0.01 -0.22
H -4.145 2.799 -1.612 -0.09 -1.14 -0.12
H -3.216 2.852 0.375 0.15 -1.47 0.59
H -4.346 1.566 0.905 1.50 0.10 0.11
H -1.688 2.442 2.433 -1.48 -0.44 -0.51
H -3.903 0.329 3.241 1.43 0.58 0.00
H -2.044 0.160 3.439 -0.99 0.71 -0.45
H -2.998 1.376 4.401 0.28 -0.67 -1.31
H -2.768 -2.035 -3.026 0.28 -0.18 0.51
H -1.747 -0.317 -4.224 0.03 0.72 0.35
```
Positions in Å, forces in eV/Å.

Values from the calculation:
LUMO (eV): 2.214
Multiplicity: 1
Orbital gap (Eh): 0.2729
Net charge: -1



[3]
ORCA calculation (ωB97M-V with the def2-TZVPD basis set) on a single C18H18N4O3 molecule.

Structure (XYZ):
```
43
Properties=species:S:1:pos:R:3:forces:R:3
C -5.697 -0.284 1.378 0.42 0.09 0.00
C -4.379 0.258 1.920 -0.48 0.07 0.20
O -3.267 -0.154 1.147 0.11 0.04 -0.23
C -2.985 0.441 -0.025 0.25 0.08 -0.32
C -3.659 1.537 -0.560 -0.17 -0.03 0.26
C -3.259 2.099 -1.759 0.09 -0.05 -0.04
C -2.179 1.585 -2.458 -0.01 0.11 -0.09
C -1.498 0.501 -1.943 -0.13 -0.07 0.14
C -1.885 -0.080 -0.738 -0.50 0.36 0.05
C -1.122 -1.198 -0.228 0.41 -0.78 0.44
N -1.470 -2.006 0.736 -0.99 0.50 0.11
O -0.423 -2.869 0.877 0.95 -0.35 -0.27
C 0.500 -2.516 -0.021 -0.40 0.35 -0.20
C 1.783 -3.255 -0.105 0.09 -0.16 0.05
C 2.817 -2.557 -0.996 0.06 -0.01 0.20
C 3.367 -1.294 -0.331 -0.24 -0.23 -0.44
O 4.404 -1.293 0.292 0.28 -0.05 0.23
N 2.563 -0.214 -0.523 -0.20 0.09 -0.27
C 2.681 1.061 0.023 0.07 0.48 0.23
C 1.602 1.936 -0.109 0.20 -0.08 0.07
C 1.702 3.209 0.421 0.09 -0.10 -0.01
C 2.880 3.565 1.063 -0.25 0.21 -0.01
N 3.906 2.742 1.191 0.25 0.35 0.23
C 3.819 1.526 0.689 0.09 -0.53 -0.16
N 0.119 -1.503 -0.736 0.18 -0.42 -0.02
H -6.509 -0.004 2.044 -0.11 0.03 0.06
H -5.904 0.106 0.384 -0.08 0.02 -0.07
H -5.646 -1.368 1.317 -0.04 -0.10 0.00
H -4.408 1.351 2.011 0.08 -0.11 0.02
H -4.184 -0.165 2.909 -0.02 0.14 -0.11
H -4.503 1.967 -0.044 -0.07 -0.01 0.08
H -3.801 2.947 -2.150 -0.05 0.07 -0.02
H -1.873 2.026 -3.394 0.03 0.03 -0.08
H -0.658 0.077 -2.472 0.06 -0.02 -0.03
H 2.177 -3.384 0.906 -0.01 -0.06 -0.04
H 1.572 -4.254 -0.500 0.02 0.03 0.08
H 2.371 -2.315 -1.960 0.02 -0.05 -0.03
H 3.658 -3.235 -1.146 -0.05 0.11 -0.01
H 1.664 -0.405 -0.965 0.31 -0.04 0.10
H 0.701 1.614 -0.614 -0.08 -0.01 -0.04
H 0.883 3.906 0.337 -0.05 0.07 0.00
H 3.010 4.548 1.494 -0.08 0.11 0.00
H 4.680 0.890 0.823 -0.06 -0.08 -0.06
```
Positions in Å, forces in eV/Å.

Values from the calculation:
LUMO (eV): 0.441
Multiplicity: 1
SMILES: CCOc1ccccc1-c1noc(CCC(=O)Nc2cccnc2)n1
Orbital gap (Eh): 0.3313



[4]
ORCA calculation (ωB97M-V with the def2-TZVPD basis set) on C21H25CoN3O2S2 as an isolated structure.

Structure (XYZ):
```
54
Properties=species:S:1:pos:R:3:forces:R:3
Co -0.908 1.173 0.073 0.20 -0.24 0.05
S -2.090 3.789 1.089 0.00 0.12 -0.04
C -1.075 3.105 2.217 0.18 -0.14 0.02
N -0.469 1.920 2.025 -0.45 0.06 -0.34
C 0.288 1.558 3.083 0.14 -0.12 0.06
C 1.034 0.363 3.189 -0.04 0.07 0.05
C 1.746 0.149 4.334 0.01 0.00 0.02
C 1.745 1.090 5.391 0.02 -0.07 -0.05
C 1.030 2.257 5.314 -0.08 0.05 -0.09
C 0.294 2.495 4.146 0.09 -0.02 0.07
S -0.680 3.840 3.740 -0.06 0.08 0.06
H 1.016 -0.341 2.372 0.01 -0.02 -0.04
H 2.325 -0.757 4.448 0.00 -0.02 -0.01
H 2.325 0.879 6.278 0.02 0.01 0.04
H 1.036 2.969 6.125 -0.01 0.05 0.03
C -2.768 -1.023 -0.657 0.08 -0.03 -0.07
N -2.797 0.449 -0.588 -0.09 0.14 0.03
C -3.940 0.849 0.251 0.00 -0.06 -0.01
C -2.945 1.013 -1.967 -0.13 -0.03 0.07
C -1.661 1.559 -2.558 -0.05 -0.02 0.06
C -1.618 1.782 -3.932 0.08 0.01 0.00
C -0.495 2.355 -4.502 0.04 0.02 0.01
C 0.586 2.702 -3.699 -0.06 -0.01 -0.11
C 0.537 2.462 -2.336 0.03 -0.05 0.09
C -0.582 1.884 -1.731 -0.02 0.14 -0.06
H -3.736 -1.405 -1.000 0.02 -0.01 0.01
H -2.556 -1.434 0.330 0.00 -0.02 0.01
H -1.996 -1.341 -1.355 -0.03 0.02 0.05
H -4.877 0.453 -0.156 0.00 0.00 0.01
H -4.006 1.932 0.295 0.00 0.00 0.01
H -3.807 0.459 1.261 -0.01 -0.01 0.01
H -3.689 1.812 -1.918 0.07 0.02 0.02
H -3.369 0.239 -2.613 -0.02 0.04 -0.02
H -2.462 1.516 -4.556 -0.06 -0.02 -0.04
H -0.462 2.536 -5.568 0.01 0.00 -0.03
H 1.461 3.158 -4.143 0.04 0.03 -0.02
H 1.397 2.741 -1.734 0.00 0.00 0.02
O 0.315 -1.385 -1.883 -0.07 0.04 0.03
C 0.834 -1.230 -0.699 0.10 0.05 -0.17
O 0.328 -0.523 0.164 -0.02 -0.04 0.24
C 2.115 -2.004 -0.458 0.01 0.12 0.04
N 2.538 -2.640 -1.710 0.02 0.07 -0.02
C 2.812 -4.071 -1.452 0.01 -0.11 -0.07
C 2.919 -4.189 0.066 0.00 -0.06 -0.01
C 1.902 -3.157 0.539 -0.06 0.00 0.05
H 2.853 -1.293 -0.074 -0.02 -0.03 -0.02
H 3.342 -2.175 -2.110 0.00 0.00 0.02
H 0.969 -1.969 -2.361 0.03 -0.03 0.02
H 3.713 -4.378 -1.980 -0.01 -0.03 0.02
H 1.983 -4.674 -1.832 0.03 0.01 0.04
H 3.922 -3.915 0.400 0.01 0.02 0.00
H 2.704 -5.191 0.432 0.00 0.00 -0.02
H 2.030 -2.840 1.571 0.03 0.02 -0.01
H 0.888 -3.554 0.437 0.00 -0.01 -0.01
```
Positions in Å, forces in eV/Å.

Values from the calculation:
LUMO (alpha / beta) (eV): -2.638 / -5.928
Multiplicity: 5
Orbital gap (alpha / beta) (Eh): 0.2946 / 0.1792
Net charge: +1



[5]
ORCA calculation (ωB97M-V with the def2-TZVPD basis set) on a 2-piece molecular cluster, C6H15NO overall.

Structure (XYZ):
```
23
Properties=species:S:1:pos:R:3:forces:R:3
C 1.208 -2.719 -0.145 0.49 1.01 -0.53
C 0.255 -1.598 0.147 0.51 0.04 -0.91
C -0.259 -0.738 -0.724 -0.01 0.29 -0.23
C 0.000 -0.791 -2.208 -0.09 -0.29 0.23
C -1.167 0.389 -0.278 0.57 -0.60 -0.13
C -0.390 1.656 0.071 0.00 1.55 0.17
N -0.798 2.827 -0.749 -0.09 -0.33 0.05
H 1.506 -2.837 -1.185 -0.15 0.39 -0.15
H 2.134 -2.569 0.408 0.01 -0.28 0.26
H 0.759 -3.643 0.089 -0.37 -1.26 0.72
H 0.032 -1.450 1.179 -0.35 -0.03 0.76
H 0.011 0.188 -2.664 -0.14 0.45 0.02
H 0.948 -1.252 -2.473 -0.10 -0.27 0.02
H -0.836 -1.340 -2.652 0.19 -0.03 -0.26
H -1.871 0.623 -1.073 -0.08 0.11 -0.02
H -1.735 0.043 0.576 -0.21 0.04 0.29
H -0.510 1.907 1.128 -0.31 -0.09 -0.06
H 0.693 1.596 -0.018 0.18 -0.79 -0.23
H -0.062 3.059 -1.400 -0.07 0.11 -0.06
H -0.983 3.649 -0.194 0.03 -0.02 0.08
O 0.777 0.592 3.316 0.02 0.33 0.21
H 1.295 0.621 2.509 0.04 -0.10 -0.16
H 0.353 -0.265 3.327 -0.07 -0.24 -0.06
```
Positions in Å, forces in eV/Å.

Values from the calculation:
LUMO (eV): 0.803
Multiplicity: 1
SMILES: C/C=C(\C)CCN.O
Orbital gap (Eh): 0.3585